Molecular formula: C33H54N6O2
Method: DFT, wB97M-V/def2-TZVPD

Results
Total charge ... 0
SMILES ... NCCCCCC(=O)OCc1ccccc1.CCCC#N.CCCC#N.CCCC#N.CCCC#N.CCCC#N
Electronic energy ... -1768.80909 hartree

XYZ file:
```
95
Properties=species:S:1:pos:R:3:lowdin_charge:R:1
O 2.083 2.597 2.141 0.00
O 3.351 2.412 3.967 0.12
N 0.070 -0.247 -8.694 0.17
N 6.355 -2.405 3.016 -0.01
N -2.584 -1.027 -3.263 0.16
N -5.925 -0.058 1.676 0.16
N 1.735 -2.116 6.235 0.16
N 1.949 2.004 -2.900 0.14
C -4.988 -3.363 3.224 -0.11
C -0.440 -1.403 1.194 -0.10
C 5.182 0.331 1.485 -0.21
C -3.259 0.721 -0.039 -0.11
C -6.209 -2.594 1.130 -0.19
C 0.280 -0.304 0.755 -0.05
C 1.671 -1.518 7.213 -0.22
C -1.905 0.355 -10.289 -0.19
C -4.455 0.497 -2.269 -0.19
C 6.352 -0.632 1.321 -0.21
C 0.578 0.415 8.313 -0.26
C 1.822 1.616 1.137 -0.12
C -3.650 0.356 -8.436 -0.10
C 0.294 -1.004 3.442 -0.08
C 1.023 0.449 1.658 -0.18
C 4.518 2.770 1.929 -0.10
C -2.996 1.148 -9.563 -0.26
C -0.261 0.019 -5.278 -0.13
C -0.433 -1.763 2.534 -0.09
C -6.075 -1.169 1.427 -0.23
C -6.271 -3.442 2.405 -0.26
C 3.288 2.540 2.773 -0.48
C 0.253 1.320 -5.877 -0.27
C 0.915 1.418 7.215 -0.10
C 1.840 1.840 -4.032 -0.24
C 1.698 1.626 -5.473 -0.19
C -3.408 -0.344 -2.846 -0.22
C -0.790 0.027 -9.403 -0.21
C 1.616 -0.707 8.427 -0.19
C 5.574 1.673 2.106 -0.19
C 6.948 -1.110 2.653 -0.28
C 1.019 0.096 3.001 -0.02
C -3.886 1.452 -1.215 -0.25
H -4.800 -2.346 3.570 0.07
H -3.750 1.436 -10.297 0.11
H -0.394 2.146 -5.572 0.11
H 0.367 -0.822 -5.578 0.08
H 8.039 -1.153 2.575 0.10
H 0.525 0.925 9.276 0.11
H 1.384 -1.360 9.270 0.12
H -6.460 -4.476 2.113 0.11
H 4.414 -0.141 2.106 0.12
H 0.259 -0.026 -0.293 0.11
H -7.109 -2.737 0.530 0.12
H 6.667 -0.414 3.442 0.10
H 0.926 0.946 6.232 0.06
H -1.002 -2.616 2.880 0.09
H -4.696 2.097 -0.869 0.11
H 2.058 2.519 -5.986 0.12
H 0.177 2.219 7.188 0.08
H -2.313 -0.573 -10.693 0.12
H -1.275 -0.190 -5.615 0.04
H -1.017 -1.986 0.487 0.10
H -4.938 1.061 -3.069 0.11
H -3.141 2.100 -1.681 0.11
H -3.980 0.071 0.450 0.03
H 2.351 0.803 -5.770 0.12
H -5.216 -0.152 -1.829 0.11
H 7.112 -0.196 0.671 0.11
H 1.265 2.106 0.340 0.13
H -4.444 0.938 -7.969 0.07
H -4.127 -3.684 2.635 0.07
H -5.360 -2.901 0.515 0.12
H -0.283 0.060 -4.190 0.05
H -2.894 1.431 0.702 0.08
H 2.751 1.255 0.691 0.11
H -2.926 0.097 -7.661 0.06
H -1.516 0.927 -11.134 0.12
H 6.622 -3.101 2.330 0.06
H 6.505 2.029 1.658 0.12
H 4.275 2.936 0.880 0.12
H -4.088 -0.570 -8.812 0.08
H -5.053 -4.007 4.101 0.07
H 0.208 1.258 -6.962 0.05
H 0.320 -1.239 4.494 0.06
H -7.121 -3.124 3.012 0.11
H 5.966 -1.522 0.817 0.10
H 4.948 3.698 2.314 0.13
H 2.607 -0.288 8.610 0.12
H -2.571 2.072 -9.167 0.11
H 1.580 0.677 3.721 0.09
H 1.894 1.869 7.380 0.08
H -0.407 -0.019 8.129 0.11
H 4.746 0.530 0.502 0.11
H 6.722 -2.709 3.909 0.06
H -2.410 0.117 -0.363 0.05
H 5.726 1.556 3.179 0.11
```